Entry 1:
Here is a cluster of 15 separate species, C60H165N15O15 in total in a non-equilibrium geometry from the Open Molecules 2025 dataset. Energies are from ωB97M-V with the def2-TZVPD basis set.

Geometry as XYZ:
```
255
Properties=species:S:1:pos:R:3:mulliken_charge:R:1
C 3.4933 0.6848 -4.5070 -1.664
C 3.0153 0.0555 -3.2221 2.543
C 4.0046 0.1673 -2.0706 -0.077
O 5.2663 -0.3220 -2.4328 -0.459
C 5.3865 -1.7045 -2.3699 -0.374
N 1.7039 0.6499 -2.8578 -0.220
H 4.4942 0.3258 -4.7544 0.424
H 3.5595 1.7749 -4.4149 0.114
H 2.8367 0.4665 -5.3492 0.397
H 2.8043 -1.0125 -3.3658 -0.705
H 3.6321 -0.3957 -1.2022 -0.095
H 4.0860 1.1999 -1.7225 -0.451
H 5.5187 -2.0996 -1.3492 -0.010
H 6.2422 -2.0750 -2.9331 0.424
H 4.4886 -2.1901 -2.7682 0.080
H 1.7986 1.6591 -2.9664 0.199
H 1.4940 0.4491 -1.8709 -0.614
C 4.5295 5.2656 -1.4028 -2.013
C 3.6131 4.3773 -2.2162 2.461
C 2.2329 4.3477 -1.5882 -0.171
O 1.4262 3.5316 -2.3940 -0.639
C 0.1320 3.3267 -1.8413 -0.883
N 3.5026 4.9154 -3.5903 -0.888
H 5.4917 5.5948 -1.8044 0.366
H 4.7201 4.8273 -0.4175 0.310
H 4.0701 6.2457 -1.2172 0.383
H 4.0459 3.3645 -2.2786 -0.854
H 1.8455 5.3726 -1.5064 0.629
H 2.3068 3.9568 -0.5592 -0.185
H 0.2286 2.4383 -1.2080 0.089
H -0.5535 3.1070 -2.6540 0.535
H -0.2216 4.1369 -1.2040 0.263
H 4.3866 4.7352 -4.0642 0.308
H 2.8139 4.3826 -4.1197 0.307
C -9.4499 1.9731 -3.0613 -1.703
C -8.0863 1.4196 -3.4228 0.385
C -6.9315 1.7026 -2.4916 -0.271
O -5.8180 0.9776 -2.9469 -0.365
C -4.5760 1.4743 -2.4741 -0.817
N -8.1739 -0.0211 -3.6776 -0.532
H -9.4211 3.0413 -2.8478 0.394
H -9.8396 1.4542 -2.1728 0.324
H -10.2238 1.7517 -3.7979 0.404
H -7.8862 1.9099 -4.3952 0.288
H -7.2275 1.3662 -1.4840 -0.042
H -6.7846 2.7898 -2.4614 0.559
H -4.3838 2.4691 -2.8864 0.518
H -3.8675 0.8039 -2.9620 0.291
H -4.4939 1.4542 -1.3896 0.204
H -7.2616 -0.3939 -3.9211 0.146
H -8.7848 -0.1964 -4.4672 0.259
C 1.5675 6.7856 1.1756 -1.192
C 2.6863 6.4700 2.1544 0.698
C 2.7215 7.4426 3.3270 -0.718
O 3.9607 7.3998 3.9669 -0.300
C 3.9974 8.1487 5.1606 -0.749
N 2.5072 5.0575 2.5756 0.028
H 1.4569 5.9531 0.4810 -0.077
H 1.7766 7.6596 0.5518 0.537
H 0.5969 6.9454 1.6545 0.371
H 3.6580 6.5657 1.6562 0.226
H 1.8744 7.3010 4.0133 0.112
H 2.5559 8.4281 2.8446 0.371
H 3.2798 7.7538 5.8886 0.289
H 3.7577 9.2116 4.9905 0.304
H 5.0270 8.1546 5.5117 0.253
H 1.5223 4.8593 2.7711 -0.255
H 3.0090 4.9611 3.4590 0.312
C -0.7683 -4.4302 3.6730 -1.584
C -0.2068 -3.1138 4.1588 0.295
C 1.2388 -2.8539 3.7988 0.205
O 2.1175 -3.8050 4.3866 -0.495
C 3.4340 -3.6760 3.9496 -0.522
N -0.9754 -1.9774 3.6568 -0.327
H -0.1355 -5.2695 3.9635 0.496
H -0.8632 -4.4492 2.5807 0.113
H -1.7719 -4.6373 4.0513 0.394
H -0.2490 -3.2224 5.2590 0.346
H 1.5101 -1.8864 4.2689 0.251
H 1.4458 -2.7877 2.7225 -0.108
H 3.4996 -3.8251 2.8589 0.216
H 4.0259 -4.4578 4.4181 0.340
H 3.8931 -2.6923 4.1216 0.225
H -1.9740 -2.1593 3.7828 0.312
H -0.8540 -1.1006 4.1692 -0.055
C -5.0312 -5.5165 0.5734 -1.773
C -3.6563 -4.9141 0.8312 0.683
C -2.5941 -5.5203 -0.0811 0.072
O -2.6147 -6.9359 0.0164 -0.478
C -1.8068 -7.5166 -1.0024 -0.566
N -3.6940 -3.4493 0.7339 0.534
H -5.7198 -4.9923 1.2441 0.508
H -5.0370 -6.5740 0.8201 0.506
H -5.3920 -5.3578 -0.4460 0.147
H -3.4374 -5.1456 1.8770 0.078
H -1.5799 -5.1710 0.1421 -0.074
H -2.8726 -5.1807 -1.0939 0.184
H -0.7709 -7.1583 -1.0483 0.118
H -2.3499 -7.4669 -1.9524 0.298
H -1.6907 -8.5771 -0.7397 0.368
H -2.7509 -3.0679 0.5570 -0.043
H -4.2354 -3.1972 -0.1103 -0.503
C -5.0411 -0.0806 1.6526 1.000
C -6.2120 -0.7348 2.3724 0.246
C -7.5862 -0.1261 2.1532 -0.934
O -7.6609 1.2675 2.4021 -0.302
C -7.6566 1.5834 3.7993 -0.757
N -6.3063 -2.1708 2.0038 -0.670
H -5.1352 -0.1961 0.5742 -0.182
H -4.0712 -0.3854 2.0472 -0.002
H -5.0088 0.9989 1.8969 -0.547
H -6.0762 -0.6990 3.4659 0.328
H -8.3543 -0.6753 2.7130 0.458
H -7.8859 -0.2630 1.1083 0.019
H -6.6483 1.4118 4.1884 0.273
H -8.3924 0.9569 4.3133 0.327
H -7.9273 2.6332 3.8786 0.266
H -6.6502 -2.1530 1.0341 0.043
H -5.3768 -2.5769 1.8686 0.281
C 5.6927 1.9142 0.5381 -1.223
C 6.9515 2.6922 0.2088 0.714
C 8.2405 1.9412 0.5142 -1.219
O 8.4648 1.8426 1.8857 -0.440
C 9.8070 2.0760 2.2109 -0.999
N 6.9600 3.0176 -1.2277 -0.656
H 4.8322 2.5832 0.5027 -0.025
H 5.7340 1.5410 1.5635 0.687
H 5.5902 1.0719 -0.1478 0.273
H 7.0065 3.6432 0.7651 0.366
H 9.0304 2.5221 0.0122 0.727
H 8.2545 0.9899 -0.0354 0.090
H 10.0191 1.8677 3.2573 0.273
H 10.0264 3.1550 2.1151 0.399
H 10.5169 1.5687 1.5529 0.380
H 6.1398 3.5523 -1.4916 -0.078
H 7.7238 3.6680 -1.4110 0.343
C -4.9951 3.9499 1.1593 -0.402
C -3.8141 4.9149 1.2610 0.589
C -2.7364 4.5149 0.2537 -0.985
O -2.2426 3.1969 0.3563 0.699
C -1.5270 2.9887 1.5547 -1.858
N -4.2489 6.3128 1.0093 -0.750
H -4.7092 2.9164 1.3598 -0.566
H -5.4838 3.9692 0.1800 0.146
H -5.8069 4.2162 1.8436 0.473
H -3.4115 4.8341 2.2737 0.148
H -1.9127 5.2459 0.3239 0.105
H -3.1860 4.6353 -0.7360 0.400
H -0.6846 3.6930 1.5858 0.575
H -1.1477 1.9661 1.5676 -0.079
H -2.1282 3.0511 2.4707 0.558
H -5.0447 6.2722 0.3787 0.323
H -4.6320 6.6382 1.8928 0.337
C 7.0612 -2.9918 3.2940 -1.520
C 7.3667 -1.7166 2.4987 0.724
C 6.1706 -0.8028 2.4781 0.791
O 5.0458 -1.4690 1.9104 -0.265
C 4.0997 -0.5651 1.3943 0.219
N 8.4555 -1.0046 3.2316 -0.789
H 7.8631 -3.7211 3.1412 0.468
H 6.1610 -3.5138 2.9623 0.161
H 7.0073 -2.7816 4.3618 0.340
H 7.7011 -2.0657 1.5151 0.341
H 6.3714 0.0901 1.8641 -1.244
H 5.9058 -0.5236 3.5071 0.292
H 3.1746 -1.0856 1.1569 -0.679
H 4.5428 -0.0818 0.5208 -0.503
H 3.8370 0.1641 2.1716 1.119
H 9.3453 -1.4302 2.9579 0.331
H 8.5543 -0.1069 2.7314 0.319
C -1.7008 -0.1851 -0.1655 0.123
C -0.4412 -1.0152 -0.0072 1.317
C 0.5787 -0.2698 0.8648 0.730
O 1.1214 0.8228 0.1654 2.074
C 2.1547 1.4764 0.8604 1.163
N -0.7554 -2.3189 0.5511 0.596
H -1.5314 0.6815 -0.8122 0.184
H -2.0221 0.2425 0.7929 -0.697
H -2.5854 -0.7198 -0.5169 -0.748
H 0.0695 -1.1116 -0.9648 -0.358
H 1.3756 -1.0155 1.0388 -0.584
H 0.1585 0.0207 1.8350 -0.362
H 1.7852 2.1287 1.6573 -0.785
H 2.6027 2.1765 0.1517 -1.378
H 2.8982 0.7592 1.2033 0.309
H 0.1333 -2.8231 0.6324 -0.585
H -0.9981 -2.2105 1.5567 -0.219
C 1.6699 1.7171 4.1788 -0.882
C 0.3665 2.0122 4.8901 0.298
C -0.5520 2.9029 4.0619 -0.795
O -0.0235 4.1869 3.7740 0.083
C -0.3506 5.1150 4.7921 -1.011
N -0.3850 0.7821 5.1636 -0.490
H 1.5388 1.0318 3.3401 0.030
H 2.3643 1.1943 4.8541 0.775
H 2.2096 2.6404 3.9719 -0.017
H 0.6505 2.5084 5.8309 0.383
H -1.5871 2.9593 4.4140 0.980
H -0.6197 2.3958 3.0909 -0.846
H 0.2619 4.9587 5.6860 0.268
H -1.4169 5.1186 5.0358 0.376
H -0.1293 6.1199 4.4262 0.153
H -1.1670 0.9880 5.7827 0.189
H 0.2184 0.1701 5.7146 0.306
C -0.2706 -3.9951 -4.6894 -1.003
C 0.6230 -2.7686 -4.8114 2.268
C 0.9329 -2.4099 -6.2516 -1.057
O 1.5047 -3.4994 -6.9137 -0.251
C 1.4763 -3.3451 -8.3093 -0.814
N -0.0758 -1.6040 -4.2142 -0.695
H -0.4921 -4.2015 -3.6380 0.096
H 0.2137 -4.8581 -5.1445 -0.307
H -1.2200 -3.7648 -5.1692 0.496
H 1.5654 -2.9013 -4.2556 -0.550
H 1.6329 -1.5588 -6.1808 0.266
H 0.0609 -1.9941 -6.7692 0.450
H 0.4794 -2.9958 -8.6103 0.355
H 1.5789 -4.3156 -8.8016 0.258
H 2.2645 -2.6960 -8.7020 0.269
H -0.4067 -1.8626 -3.2906 -0.078
H 0.6113 -0.8600 -4.0266 0.310
C -8.5972 -3.6316 -1.8522 -2.016
C -7.2737 -3.0433 -1.4020 1.088
C -6.0975 -3.1846 -2.3722 -1.249
O -4.9928 -2.4817 -1.8330 1.087
C -3.9287 -2.4138 -2.7993 -0.725
N -7.4335 -1.6218 -1.0435 -0.294
H -9.3903 -3.4123 -1.1362 0.438
H -8.5347 -4.7243 -1.8591 0.430
H -8.9278 -3.2448 -2.8198 0.370
H -6.9818 -3.6487 -0.5300 -0.432
H -6.3756 -2.7393 -3.3377 0.651
H -5.8713 -4.2467 -2.5450 0.440
H -3.3629 -3.3363 -2.6571 0.103
H -3.3162 -1.5348 -2.6389 -0.153
H -4.3269 -2.4250 -3.8157 0.583
H -8.0283 -1.1611 -1.7351 0.218
H -6.4997 -1.2419 -1.2090 -0.253
C 1.1048 -4.6375 -1.5405 -0.089
C 2.3870 -5.3524 -1.9209 0.063
C 2.3926 -5.9105 -3.3131 -0.817
O 1.4140 -6.9046 -3.4745 -0.284
C 1.2814 -7.3069 -4.7917 -0.761
N 3.4977 -4.4050 -1.8099 -0.257
H 1.0985 -4.3150 -0.4997 0.066
H 0.2187 -5.1801 -1.8763 0.085
H 1.0066 -3.6581 -2.0458 -0.465
H 2.4798 -6.1246 -1.1397 0.419
H 3.3694 -6.3628 -3.5614 0.601
H 2.2907 -5.0549 -4.0018 0.252
H 2.2082 -7.7390 -5.2000 0.323
H 1.0013 -6.4871 -5.4634 0.242
H 0.5361 -8.0959 -4.8630 0.242
H 4.3789 -4.8532 -2.0588 0.284
H 3.6763 -4.0252 -0.8843 -0.001
```

Calculated values
HOMO energy, eV: -8.262
LUMO level, eV: 0.2
Charge: 0
HOMO-LUMO gap, Eh: 0.3110
Energy above the lowest of the compared OMol25 structures with the same formula, charge and spin, kJ/mol: 247.8

***

Entry 2:
Here is a structure of composition C28H38CsN10OSe4 from the Open Molecules 2025 dataset. Energies are from ωB97M-V with the def2-TZVPD basis set.

Geometry as XYZ:
```
82
Properties=species:S:1:pos:R:3:mulliken_charge:R:1
Cs 0.8029 0.0762 -0.2063 0.328
C -0.3372 0.8128 3.7383 -0.918
N -1.0259 0.4945 2.4859 0.649
C -2.3166 -0.1103 2.8315 -1.128
C -3.0552 -0.8325 1.7531 0.409
N -2.8052 -2.0500 1.3444 -0.807
C -3.8021 -2.3260 0.4275 0.545
C -4.0557 -3.4936 -0.2916 -0.703
C -5.1669 -3.5256 -1.1151 -0.519
C -6.0279 -2.4244 -1.2157 -0.467
C -5.7955 -1.2617 -0.5055 -0.925
C -4.6678 -1.2257 0.3048 0.466
N -4.1566 -0.2793 1.1652 0.068
C 0.8825 1.6185 3.4661 0.260
N 2.1109 1.1762 3.5485 -0.682
C 2.8954 2.2460 3.1313 0.611
C 4.2801 2.3437 2.9973 -0.433
C 4.7965 3.5216 2.4939 -0.586
C 3.9614 4.5879 2.1236 -0.504
C 2.5897 4.5145 2.2636 -0.723
C 2.0787 3.3334 2.7900 0.240
N 0.7933 2.9131 3.0538 0.087
H -0.0308 -0.1125 4.2277 0.403
H -0.9896 1.3700 4.4285 0.289
H -1.2459 1.3895 2.0209 -0.305
H -2.9978 0.6508 3.2382 0.423
H -2.1338 -0.8559 3.6083 0.405
H -3.4105 -4.3551 -0.1734 0.539
H -5.3915 -4.4238 -1.6777 0.402
H -6.8945 -2.4874 -1.8619 0.394
H -6.4613 -0.4136 -0.5832 0.453
H -4.3634 0.7139 1.2153 0.245
H 4.9206 1.5145 3.2711 0.447
H 5.8670 3.6235 2.3644 0.380
H 4.4008 5.4790 1.6948 0.384
H 1.9388 5.3145 1.9388 0.419
H -0.0697 3.3618 2.7539 0.185
N 2.6524 -2.0061 1.6283 -0.307
C 3.9198 -1.2767 1.7350 -0.103
C 4.6547 -1.2322 0.4051 -0.832
N 3.8849 -0.4945 -0.5782 0.353
C 4.6041 -0.0896 -1.7753 -0.832
C 3.8436 0.9972 -2.5224 -0.791
N 2.4987 0.5565 -2.8920 -0.262
H 2.8083 -3.0072 1.6338 0.191
H 2.0689 -1.7862 2.4282 0.175
H 3.6781 -0.2544 2.0242 -0.156
H 4.5894 -1.6770 2.5085 0.341
H 5.6024 -0.7078 0.5581 0.446
H 4.9110 -2.2554 0.0767 0.266
H 3.0797 -1.0428 -0.8541 -0.023
H 5.5729 0.3178 -1.4728 0.432
H 4.8118 -0.9390 -2.4491 0.286
H 3.7236 1.8623 -1.8674 0.298
H 4.4486 1.3170 -3.3828 0.355
H 1.9505 1.3566 -3.2001 0.195
H 2.5234 -0.1448 -3.6232 0.151
C -0.0372 -4.3152 -1.3019 -1.171
C 0.1450 -3.0733 -2.1427 0.678
O 1.2438 -2.5578 -2.2895 -0.577
N -0.9884 -2.5638 -2.6865 0.026
C -0.9976 -1.3043 -3.4157 -0.461
C -2.0868 -0.3667 -2.9539 0.134
C -3.3222 -0.3291 -3.5783 -0.612
C -4.2455 0.6210 -3.1634 -0.440
C -3.9074 1.4800 -2.1364 -0.700
C -2.6541 1.3517 -1.5506 -0.468
N -1.7612 0.4521 -1.9520 0.560
H -0.0642 -4.0146 -0.2526 0.220
H 0.8207 -4.9662 -1.4524 0.356
H -0.9555 -4.8518 -1.5349 0.363
H -1.8743 -2.9571 -2.4087 0.170
H -1.1062 -1.4647 -4.4919 0.355
H -0.0337 -0.8344 -3.2351 0.033
H -3.5444 -1.0087 -4.3916 0.401
H -5.2148 0.6852 -3.6433 0.417
H -4.5781 2.2540 -1.7862 0.498
H -2.3491 2.0192 -0.7531 0.303
Se 1.2773 4.0318 -2.0230 -0.678
Se 0.0611 3.3573 -0.1596 0.018
Se -1.9886 4.5862 0.0013 -0.385
Se -2.7828 3.3971 1.8712 -0.556
```

Calculated values
HOMO energy, eV: -3.066
LUMO level, eV: 1.7
Charge: -1
HOMO-LUMO gap, Eh: 0.1761
Energy above the lowest of the compared OMol25 structures with the same formula, charge and spin, kJ/mol: 41.9

***

Entry 3:
Here is a structure of composition C8H15NO4S in a non-equilibrium geometry from the Open Molecules 2025 dataset. Energies are from ωB97M-V with the def2-TZVPD basis set.

Geometry as XYZ:
```
29
Properties=species:S:1:pos:R:3:nbo_charge:R:1
C -2.1430 2.1207 -0.0055 -0.304
C -1.6990 1.3906 1.0450 -0.176
C -0.3690 0.8991 1.1249 0.669
C -2.6610 0.9927 2.1001 -0.619
C 1.7710 1.1947 -1.5375 -0.617
C 2.7028 -1.0495 -0.9938 -0.616
C 1.7770 0.0694 -0.5150 -0.318
C 0.3500 -0.3698 -0.2600 -0.117
N -0.4751 -0.4760 -1.4821 -0.839
O -1.4543 -1.7741 1.1877 -0.962
O 0.4726 1.0507 1.9585 -0.483
O 0.8000 -2.1825 1.7593 -0.920
O -0.1237 -3.1048 -0.4258 -0.915
S -0.1025 -1.8566 0.7165 2.295
H -3.0212 2.6132 -0.2233 0.207
H -1.5311 2.3068 -0.8290 0.198
H -2.9481 -0.1180 2.1671 0.261
H -2.0741 1.0281 3.1688 0.220
H -3.4933 1.5395 2.1564 0.215
H 1.2425 0.9442 -2.4563 0.229
H 1.2909 2.0852 -1.0266 0.205
H 2.7132 1.7954 -1.8623 0.230
H 3.1656 -0.7002 -1.9340 0.215
H 2.2609 -2.0077 -1.1028 0.215
H 3.5617 -1.1189 -0.2833 0.228
H 2.0893 0.4857 0.4454 0.246
H -0.4995 -3.8990 0.0255 0.511
H -1.4434 -0.5691 -1.0954 0.380
H -0.1592 -1.2898 -1.8223 0.362
```

Calculated values
HOMO energy, eV: -9.332
LUMO level, eV: 0.2
Charge: 0
HOMO-LUMO gap, Eh: 0.3502
Energy above the lowest of the compared OMol25 structures with the same formula, charge and spin, kJ/mol: 440.0